Entry 1:
Here is a molecular structure, C42H48N7OP2ScSe from the Open Molecules 2025 dataset. Energies are from ωB97M-V/def2-TZVPD.

```
102
Properties=species:S:1:pos:R:3:forces:R:3
Se -1.05147 6.96888 -3.81523 -0.06 0.45 -0.25
Sc 0.17844 -0.01448 -0.10050 0.32 0.55 0.40
P -1.25816 -0.38029 2.16753 -0.06 -0.27 0.68
P 0.35087 -1.05544 -2.56683 -0.27 -0.45 -0.68
O 2.85956 2.66257 5.23079 0.02 -0.07 -0.01
N 1.96688 0.34393 1.35179 0.02 -0.17 -0.07
N 0.06497 -2.06970 0.18868 0.11 0.33 -0.34
N 0.40639 6.17362 -3.24602 0.46 -0.20 0.15
N 1.27352 1.99066 -0.97690 -0.19 -0.07 -0.04
N -2.11118 5.68121 -3.27146 -0.39 -0.37 0.16
N -1.39265 1.50552 -0.95109 0.10 -0.15 -0.02
N 3.00271 4.00203 3.40351 -0.13 0.06 0.08
C 1.14172 -3.10194 4.13771 0.01 0.04 0.10
C 2.86676 -0.62796 1.56075 0.01 -0.08 -0.08
C 2.34992 4.30884 -2.11087 -0.07 -0.08 0.02
C -3.23886 3.23994 -2.11646 0.13 -0.04 0.03
C -1.36092 4.76246 -2.71338 0.27 0.33 -0.17
C -3.65259 2.07400 -1.51399 -0.05 0.08 -0.04
C -4.07527 -0.24258 2.12337 0.02 -0.03 -0.01
C -1.16950 -0.61972 -3.57477 0.15 0.05 0.17
C 3.83611 -0.55632 2.54425 0.04 0.00 0.09
C 0.04629 5.03707 -2.70068 -0.40 0.20 -0.14
C -1.34974 2.28072 2.91782 0.05 -0.11 0.07
C 2.94846 2.80130 4.03434 0.11 0.02 -0.16
C 1.26196 -3.53707 1.77227 -0.06 0.17 -0.14
C 3.88239 0.55897 3.36322 -0.10 -0.01 -0.03
C -0.61438 -4.34520 -0.45865 0.08 0.25 0.16
C 0.38852 -2.47143 1.50400 -0.03 -0.18 0.38
C 3.06670 -0.97888 -2.63053 -0.10 0.01 -0.09
C 2.05724 1.44433 2.11309 -0.09 0.13 0.03
C -1.06069 0.89414 3.51824 -0.17 0.08 -0.33
C 0.29720 -2.03488 3.89324 0.09 0.03 -0.01
C 3.16449 3.36112 -1.53450 0.00 0.05 -0.05
C -1.12528 -0.91317 -5.07035 -0.02 0.03 0.09
C 2.10727 -1.86516 -4.75139 -0.05 0.05 -0.01
C -0.97268 2.64736 -1.53828 -0.27 0.08 -0.06
C 0.11548 -2.80044 -2.14924 0.09 0.25 0.24
C 2.58298 2.22653 -0.98293 0.07 -0.09 0.04
C 2.98635 1.59686 3.12339 -0.07 -0.06 0.05
C -0.76155 -5.32775 -1.41655 0.01 -0.01 -0.04
C -2.69621 1.24367 -0.94621 0.00 -0.10 0.10
C 1.88239 -0.88344 -3.60404 -0.03 0.12 0.40
C -2.38869 -1.27771 -2.91757 0.15 0.03 -0.01
C 0.46484 2.91518 -1.54071 0.26 0.19 -0.10
C -3.13591 -2.15180 3.45737 0.04 0.01 -0.01
C -1.85185 0.71518 4.81238 0.09 -0.07 0.03
C -1.87382 3.54435 -2.12751 -0.03 -0.34 0.22
C 0.96979 4.09143 -2.11495 0.18 -0.32 0.16
C -0.09801 -1.72299 2.59337 -0.14 0.04 -0.39
C 1.61703 -3.85308 3.06929 0.04 -0.03 -0.03
C -0.11917 -3.07246 -0.78661 -0.17 -0.37 -0.25
C -0.43827 -5.07667 -2.74466 -0.03 -0.05 -0.05
C -0.03439 -3.80656 -3.10571 -0.05 -0.05 0.02
C -2.91931 -1.23830 2.25376 0.11 0.28 -0.16
H -3.94128 0.46342 1.30392 -0.04 0.03 0.05
H 4.59041 0.63148 4.17887 0.00 0.02 0.00
H -4.69757 1.80109 -1.47281 0.01 -0.03 0.00
H -0.89129 -4.55112 0.56617 0.04 -0.06 0.04
H -1.06333 -1.98428 -5.26116 0.04 0.00 -0.05
H -1.25481 0.46632 -3.44806 0.02 0.01 -0.02
H 1.42290 -3.35079 5.15202 0.01 0.00 -0.01
H -2.99532 0.31876 -0.47158 0.02 0.04 0.01
H -2.36296 -1.18701 -1.82710 -0.06 -0.10 -0.07
H 0.00606 0.82919 3.75746 0.01 -0.01 -0.03
H -0.53406 -5.85300 -3.49109 -0.02 0.01 0.00
H -0.90341 2.39742 1.92580 -0.01 0.08 0.01
H 1.67427 -4.10260 0.94705 -0.04 -0.07 -0.02
H 2.98889 -1.54359 -5.30847 0.01 -0.04 0.00
H -0.95991 3.06725 3.56642 -0.03 0.00 0.02
H 2.30674 -2.86492 -4.36703 -0.01 -0.01 -0.01
H 2.74382 5.20874 -2.56460 0.00 0.01 0.02
H -3.30699 -0.81798 -3.28612 0.00 0.01 0.02
H -2.29213 -2.81431 3.63693 0.01 -0.03 0.00
H 3.05496 4.83002 3.97639 -0.03 0.00 0.01
H -0.06727 -1.44786 4.72494 0.00 0.00 0.02
H 0.14612 -3.59272 -4.14938 0.02 0.03 -0.01
H -1.14383 -6.29808 -1.12745 0.02 0.00 0.01
H -1.67487 -0.24760 5.28667 -0.04 0.00 0.01
H 2.28027 -4.68968 3.24857 0.00 0.01 0.00
H 2.96264 -0.28257 -1.79671 0.07 0.01 0.02
H -3.33162 -1.57757 4.36229 0.02 -0.02 -0.01
H -2.42540 2.43806 2.81402 0.01 0.01 -0.03
H 3.21193 4.08744 2.42574 0.08 -0.05 0.01
H -4.01190 -2.77368 3.26691 -0.01 0.01 0.02
H 3.21517 1.47538 -0.52912 -0.03 -0.01 0.04
H 3.13207 -1.99185 -2.22623 0.02 0.01 0.01
H -3.93465 3.92741 -2.57912 -0.01 0.00 0.02
H -2.04824 -0.55540 -5.53026 -0.01 -0.01 0.00
H -1.54575 1.48783 5.51964 -0.03 0.01 0.00
H -2.87822 -1.86508 1.35370 -0.02 0.01 -0.01
H -5.00811 -0.78250 1.95626 0.00 0.01 -0.01
H 4.52044 -1.38158 2.68134 0.01 0.01 -0.03
H -2.92276 0.82566 4.64581 0.02 -0.01 0.02
H 1.33334 2.23142 1.93118 -0.02 -0.02 -0.06
H -4.19650 0.33264 3.04146 -0.01 0.00 -0.04
H 4.23901 3.47609 -1.50827 -0.01 0.01 -0.01
H 1.81788 0.13717 -4.00013 0.03 0.01 0.00
H 4.00192 -0.76179 -3.14760 0.02 -0.01 0.03
H 2.79548 -1.50269 0.92602 -0.04 0.03 0.01
H -2.42224 -2.34146 -3.14757 0.00 -0.03 -0.01
H -0.29565 -0.40446 -5.55914 -0.01 -0.04 -0.05
H 1.27906 -1.91308 -5.45215 0.00 -0.03 -0.01
```
Forces are in eV/Å.

The highest occupied orbital energy comes out at -12.24 eV. The LUMO energy comes out at -6.03 eV. As for the charge: +2. The calculation puts the gap between HOMO and LUMO at 6.20 eV.

***

Entry 2:
Here is 9 unconnected molecules or ions with the total composition C42H49F5O4 at a distorted geometry from the Open Molecules 2025 dataset. Energies are from ωB97M-V/def2-TZVPD.

```
100
Properties=species:S:1:pos:R:3:forces:R:3
F 4.06598 2.19684 -0.53106 0.35 0.05 0.42
F 2.60428 0.14325 2.65784 0.46 1.84 -0.35
F -2.19389 -4.37905 2.94799 -0.16 -0.27 -0.37
F -1.25269 -8.26588 0.37214 -0.10 0.64 -0.91
F -2.96248 3.33310 1.06575 0.12 0.32 0.18
O 0.28855 -0.81772 -2.24333 0.58 0.68 2.33
O -1.06703 -2.09535 -6.51595 -0.42 1.10 1.33
O 4.14634 1.91063 -3.57713 -0.39 0.30 -0.18
O 0.47592 2.88073 1.72896 -1.59 4.08 2.60
C 6.98641 4.34824 -0.19343 -1.35 0.01 0.66
C -3.87791 0.21759 -1.40928 -0.21 -1.12 -0.29
C -2.23336 -2.31656 -4.46512 0.27 -0.31 0.58
C 1.69538 0.69819 -0.96347 -0.21 -1.90 -0.18
C -3.24377 2.30664 0.26405 -0.17 -1.68 -1.50
C 4.85711 3.42702 1.34320 0.15 -0.26 1.91
C -5.44190 -2.75243 2.83147 0.33 0.02 -0.04
C 5.80024 4.28747 1.94719 0.25 -0.09 -2.27
C -2.75187 -2.12735 2.53673 -0.42 1.46 0.22
C 6.83417 4.79926 1.12882 -0.44 -0.23 0.22
C -4.50676 -3.76163 2.90794 0.85 -0.18 -0.51
C -1.56980 -1.53349 -5.53877 -0.29 -1.50 -2.09
C 0.07341 3.86728 2.45300 1.56 -4.08 -1.66
C -1.63408 -0.05891 -5.38491 1.08 1.09 -0.10
C -5.04631 -1.42991 2.68489 -0.91 -0.15 -0.19
C 1.52828 -3.21888 3.16098 -0.41 -1.20 -0.13
C -0.68290 5.03347 1.88318 -0.06 -0.37 -1.25
C -1.26493 -7.08095 -1.72659 -0.92 -0.44 -0.51
C -1.10479 -5.89258 -2.44775 0.51 -0.76 1.06
C -3.72465 -1.08011 2.53373 -0.15 -1.50 -0.07
C -4.76504 0.54162 -0.38858 0.55 1.36 -0.91
C -4.47986 1.66778 0.37584 0.50 -0.21 0.93
C -2.61505 0.79005 -1.55316 -1.21 0.27 1.37
C 3.36889 2.84543 -3.57661 1.14 -0.95 0.45
C 0.81030 -0.71427 4.01856 0.96 2.24 -0.90
C -3.13585 -3.44939 2.74443 -1.15 1.04 0.66
C 3.88692 4.23082 -3.23305 -0.77 1.02 -0.20
C -0.74821 -5.96538 0.34977 0.43 0.48 -0.64
C 0.27204 3.84973 3.97247 -0.52 0.47 -0.96
C 5.00139 2.96038 0.06151 0.39 1.12 -0.30
C 1.89713 -0.86678 3.13091 -1.36 -1.76 1.72
C 0.44998 -3.06851 4.01751 0.38 -0.11 0.39
C -1.11139 -7.10575 -0.36361 0.56 0.51 1.26
C 0.13209 -1.82516 4.52272 -0.74 -0.89 -0.01
C -0.04304 -0.84526 0.19963 0.82 0.08 -1.08
C -2.30914 1.83122 -0.67796 0.13 0.52 -0.11
C 0.62212 -0.40953 -1.10685 -0.70 -0.06 -1.50
C -0.51506 -4.78079 -0.37240 0.05 -0.79 -0.22
C -0.65504 -4.77979 -1.75594 -0.72 0.31 -0.58
C 6.05219 3.44374 -0.69669 0.58 -0.39 -0.54
C 2.31884 -2.11172 2.77051 0.19 0.32 -0.78
C 1.89828 2.65358 -3.90158 0.16 0.40 0.88
H -0.70110 -1.70985 0.11283 -0.14 0.29 -0.24
H 0.74276 -1.07300 0.91988 -0.02 0.05 0.20
H 1.23866 1.67799 -0.82385 0.11 -0.02 0.02
H -0.61629 4.31026 4.40478 -0.18 -0.23 0.20
H 1.36849 3.40521 -3.31637 -0.34 0.20 -0.37
H -5.13920 1.93536 1.18830 -0.11 0.30 0.02
H -0.99585 4.78404 0.86931 -0.06 -0.29 0.05
H -1.73422 -1.77146 2.47249 0.38 -0.66 0.02
H -5.71729 0.04044 -0.29680 0.06 -0.10 0.08
H 5.67689 4.60654 2.97158 -0.02 -0.01 -0.02
H -1.85948 0.36871 -2.19968 -0.11 0.19 -0.22
H -1.59501 5.22948 2.44687 0.26 0.33 0.20
H -2.01402 -1.81126 -3.52455 -0.36 -0.20 0.25
H -1.64762 -7.96940 -2.20681 0.17 -0.18 -0.15
H -4.91251 -4.75759 3.00708 0.58 -0.31 0.14
H -2.57690 0.48708 -5.41780 -0.43 -0.71 -0.03
H -0.74304 -1.69509 5.14212 0.01 0.04 0.17
H -0.99993 0.39597 -6.14586 0.09 0.02 0.06
H 1.71337 2.76756 -4.96972 -0.05 0.07 0.05
H -3.30374 -2.35300 -4.66777 -0.12 0.20 0.16
H -0.52777 -3.87922 -2.33831 0.27 0.30 0.23
H 0.43483 2.84828 4.37086 0.22 0.20 -0.16
H -0.11578 -3.92433 4.35499 -0.02 -0.20 -0.13
H 7.45137 5.59503 1.51896 0.31 -0.09 0.03
H 3.04966 4.92814 -3.26224 0.07 0.25 -0.31
H -6.48335 -3.03606 2.86824 -0.14 0.18 0.11
H -1.87621 -3.34514 -4.41454 0.07 0.10 -0.14
H 3.11641 -2.15573 2.04364 0.21 -0.31 0.02
H -1.22235 0.15294 -4.39814 0.21 0.20 0.06
H 1.05417 4.57033 4.21142 0.39 -0.26 0.09
H -0.55273 -6.01488 1.41078 -0.20 0.02 0.08
H 4.33808 4.42917 -2.26083 -0.12 -0.90 0.19
H -5.85276 -0.71384 2.62751 0.12 0.44 0.06
H 4.07550 3.05004 1.98616 -0.36 -0.11 -0.19
H -0.17063 -3.86209 0.07900 -0.03 -0.16 0.48
H -1.26383 -5.89586 -3.51597 0.00 0.11 -0.03
H -3.54001 -0.02618 2.38696 0.76 -0.12 -0.01
H 2.34132 0.60353 -1.83634 -0.17 0.48 -0.11
H 4.65853 4.55555 -3.93108 -0.13 -0.16 -0.31
H 0.47252 0.27091 4.30447 0.17 0.28 -0.03
H 6.15613 3.10066 -1.71547 -0.09 -0.09 -0.13
H -0.06097 5.90931 1.69825 0.07 0.19 0.75
H -1.32921 2.26265 -0.81940 0.09 0.38 0.56
H 1.53179 1.69596 -3.53178 0.30 -0.16 -0.39
H -0.55823 0.05776 0.52709 -0.20 -0.10 0.39
H -4.19704 -0.57034 -2.07542 0.22 -0.27 -0.12
H 2.32621 0.43561 -0.11424 -0.20 0.35 0.27
H 1.75634 -4.20540 2.78524 0.14 -0.13 -0.05
H 7.67459 4.76430 -0.91433 0.38 0.06 0.34
```
Forces are in eV/Å.

The highest occupied orbital energy (spin up / spin down) comes out at 0.38 / -4.83 eV. The LUMO energy (spin up / spin down) comes out at 2.18 / 2.09 eV. As for the spin multiplicity: 2. As for the charge: -1. The calculation puts the gap between HOMO and LUMO (spin up / spin down) at 1.79 / 6.92 eV.